1.
Density functional theory data (ωB97M-V/def2-TZVPD) for a 3-piece molecular cluster, C38H59NO12S overall in a non-equilibrium geometry.

Atoms and positions in Å:
C1 -3.1170 -0.7672 0.2663
C2 -1.7388 -1.3201 0.6177
C3 -1.5540 -2.6797 0.3996
C4 -2.6108 -3.5915 -0.1898
C5 -2.0410 -4.2394 -1.4979
O1 -1.9266 -5.6570 -1.3892
C6 -2.8763 -3.8531 -2.7290
N1 -2.2018 -4.4109 -3.9048
C7 -0.3428 -3.2506 0.7373
C8 0.6417 -2.4628 1.2316
C9 0.5030 -1.1017 1.4230
C10 -0.7222 -0.5178 1.1295
C11 -0.9437 0.9662 1.3544
C12 -1.1010 1.3505 2.8616
O2 -2.1789 2.2697 3.0415
C13 1.6946 -0.3519 1.9319
O3 1.6179 0.7107 2.5320
C14 3.0510 -0.9691 1.6539
C15 4.1957 0.0075 1.6148
C16 4.2706 0.7841 0.2925
C17 5.7494 1.2758 0.0819
O4 3.4398 1.9197 0.3771
C18 3.1709 2.5048 -0.9068
C19 1.7587 3.0596 -0.8133
C20 1.5616 4.0731 0.0919
C21 0.2943 4.5883 0.2533
C22 -0.7267 4.0498 -0.4948
C23 -0.5317 3.0587 -1.4074
C24 0.7409 2.5405 -1.5697
C25 3.1882 -2.2818 1.4659
C26 4.4556 -3.0525 1.1628
C27 5.1795 -2.6143 -0.1157
C28 4.3960 -2.8842 -1.4374
C29 3.1534 -3.7878 -1.2809
S1 2.5092 -4.3024 -2.8985
O5 2.0207 -5.6372 -2.8446
O6 1.4532 -3.3785 -3.2275
O7 3.6328 -4.1244 -4.0227
C30 1.9491 -3.1242 1.5807
O8 1.9809 -4.2924 1.9313
H1 -3.3039 -0.7934 -0.8103
H2 -3.3180 0.1991 0.7176
H3 -3.8396 -1.4613 0.7083
H4 -2.7895 -4.4323 0.4864
H5 -3.5484 -3.0838 -0.4035
H6 -1.0323 -3.8673 -1.7200
H7 -1.0036 -5.8322 -1.1870
H8 -3.9026 -4.2111 -2.6263
H9 -2.8389 -2.7540 -2.7977
H10 -2.8407 -4.5988 -4.6624
H11 -1.4343 -3.8227 -4.1976
H12 -0.1901 -4.3154 0.6000
H13 -0.1384 1.5452 0.8915
H14 -1.8560 1.3232 0.8760
H15 -1.2428 0.4603 3.4837
H16 -0.2123 1.9123 3.1322
H17 -2.9603 1.9351 2.5907
H18 5.1437 -0.4617 1.8730
H19 3.9972 0.7545 2.3953
H20 4.0539 0.1295 -0.5637
H21 6.4394 0.8462 0.8124
H22 5.7899 2.3626 0.1846
H23 6.1349 1.0229 -0.9121
H24 3.8656 3.3469 -1.0232
H25 3.2736 1.7798 -1.7199
H26 2.4064 4.4457 0.6611
H27 0.1764 5.3830 0.9819
H28 -1.7332 4.4364 -0.3566
H29 -1.3358 2.6265 -1.9922
H30 0.9689 1.7349 -2.2603
H31 4.2287 -4.1187 1.1784
H32 5.1478 -2.8762 1.9983
H33 5.4950 -1.5720 -0.1184
H34 6.1015 -3.2039 -0.1659
H35 5.0768 -3.3991 -2.1238
H36 4.1144 -1.9663 -1.9658
H37 2.3442 -3.1743 -0.8833
H38 3.3301 -4.7023 -0.7177
H39 3.5895 -3.1876 -4.2729
C31 1.8414 8.1143 1.6121
O9 1.8665 7.0462 2.5489
C32 3.1878 6.6570 2.8980
C33 3.6088 7.2342 4.2333
O10 3.7132 8.6496 4.1850
C34 2.5861 9.3074 4.7392
H40 0.8323 8.5241 1.5933
H41 2.5370 8.9113 1.8824
H42 2.0869 7.7381 0.6128
H43 3.8954 6.9412 2.1127
H44 3.1897 5.5645 2.9739
H45 4.6017 6.8488 4.4842
H46 2.9179 6.9237 5.0228
H47 2.6232 9.2592 5.8327
H48 1.6479 8.8729 4.3874
H49 2.6253 10.3521 4.4337
C35 -9.4975 -2.1222 -2.5073
O11 -9.4524 -3.5372 -2.4406
C36 -8.5628 -4.1100 -3.3877
C37 -7.2417 -4.4946 -2.7549
O12 -6.5188 -3.3535 -2.3109
C38 -6.6374 -3.1400 -0.9144
H50 -9.9827 -1.7603 -1.6017
H51 -8.4982 -1.6852 -2.5680
H52 -10.0878 -1.8046 -3.3735
H53 -8.4043 -3.4307 -4.2308
H54 -9.0432 -5.0156 -3.7708
H55 -6.6232 -4.9912 -3.5091
H56 -7.3968 -5.1981 -1.9316
H57 -6.0101 -3.8553 -0.3702
H58 -7.6712 -3.2317 -0.5752
H59 -6.2855 -2.1308 -0.6993

As for the charge: 0. The value obtained for the frontier orbital gap is 7.91 eV. The LUMO energy comes out at -0.81 eV. As for the HOMO energy: -8.72 eV. The structure (SMILES) is Cc1c(C[C@@H](O)CN)cc2c(c1CCO)C(=O)C(C[C@H](C)OCc1ccccc1)=C(CCCCS(=O)(=O)O)C2=O.COCCOC.COCCOC. Its multiplicity is 1.

***

2.
Density functional theory data (ωB97M-V/def2-TZVPD) for C18H18N5ORhS2 as an isolated structure in a non-equilibrium geometry.

Atoms and positions in Å:
Rh1 -0.4313 0.5082 -0.8312
S1 -1.4829 2.3842 -2.3019
C1 -1.9380 2.6909 -0.6952
N1 -1.1278 2.0573 0.1401
C2 -1.2171 2.5879 1.4540
C3 -0.2367 2.4384 2.4419
C4 -0.2358 3.3996 3.4638
C5 -1.3582 4.1973 3.7143
C6 -2.3456 4.2812 2.7296
C7 -2.2096 3.5541 1.5797
S2 -3.1475 3.7412 0.0668
H1 0.5285 1.6857 2.3299
H2 0.6030 3.4553 4.1253
H3 -1.4402 4.7266 4.6645
H4 -3.1900 4.9307 2.8363
C8 0.0623 -2.2846 3.7029
C9 -0.4643 -2.1242 2.3513
C10 -1.3475 -2.8322 1.4613
C11 -1.5488 -1.9517 0.3626
N2 -0.7753 -0.8630 0.4749
N3 -0.1905 -0.9088 1.7603
C12 -2.4327 -2.0914 -0.8320
H5 0.8243 -3.1437 3.7638
H6 -0.7731 -2.4135 4.4794
H7 0.6145 -1.3641 4.0415
H8 -1.7935 -3.7766 1.5918
H9 0.7513 -0.4977 1.8466
H10 -3.1638 -2.8580 -0.5707
H11 -1.8718 -2.5505 -1.6666
H12 -2.9431 -1.0793 -1.0279
N4 4.2906 -1.7864 -1.6715
C13 4.0976 -1.4549 -2.9990
O1 5.0074 -1.3319 -3.8296
C14 2.6519 -1.0658 -3.2517
C15 2.1122 -1.1729 -4.5551
C16 0.7673 -0.7110 -4.7254
C17 0.0440 -0.3497 -3.5734
N5 0.5906 -0.2966 -2.3030
C18 1.9058 -0.5300 -2.1633
H13 5.1393 -2.3224 -1.4579
H14 3.5290 -2.0919 -1.1398
H15 2.6861 -1.4231 -5.3985
H16 0.2511 -0.7847 -5.7118
H17 -1.0771 -0.2301 -3.5698
H18 2.2856 -0.3478 -1.1071

As for the charge: +2. As for the energy above the lowest of the compared OMol25 structures with the same formula, charge and spin: 65.1 kcal per mole. The value obtained for the frontier orbital gap (spin up / spin down) is 7.70 / 5.37 eV. The LUMO energy (spin up / spin down) comes out at -6.07 / -9.75 eV. As for the HOMO energy (spin up / spin down): -13.78 / -15.12 eV. Its multiplicity is 5.

***

Please write out number 2 again, unchanged.
Density functional theory data (ωB97M-V/def2-TZVPD) for C18H18N5ORhS2 as an isolated structure in a non-equilibrium geometry.

Atoms and positions in Å:
Rh1 -0.4313 0.5082 -0.8312
S1 -1.4829 2.3842 -2.3019
C1 -1.9380 2.6909 -0.6952
N1 -1.1278 2.0573 0.1401
C2 -1.2171 2.5879 1.4540
C3 -0.2367 2.4384 2.4419
C4 -0.2358 3.3996 3.4638
C5 -1.3582 4.1973 3.7143
C6 -2.3456 4.2812 2.7296
C7 -2.2096 3.5541 1.5797
S2 -3.1475 3.7412 0.0668
H1 0.5285 1.6857 2.3299
H2 0.6030 3.4553 4.1253
H3 -1.4402 4.7266 4.6645
H4 -3.1900 4.9307 2.8363
C8 0.0623 -2.2846 3.7029
C9 -0.4643 -2.1242 2.3513
C10 -1.3475 -2.8322 1.4613
C11 -1.5488 -1.9517 0.3626
N2 -0.7753 -0.8630 0.4749
N3 -0.1905 -0.9088 1.7603
C12 -2.4327 -2.0914 -0.8320
H5 0.8243 -3.1437 3.7638
H6 -0.7731 -2.4135 4.4794
H7 0.6145 -1.3641 4.0415
H8 -1.7935 -3.7766 1.5918
H9 0.7513 -0.4977 1.8466
H10 -3.1638 -2.8580 -0.5707
H11 -1.8718 -2.5505 -1.6666
H12 -2.9431 -1.0793 -1.0279
N4 4.2906 -1.7864 -1.6715
C13 4.0976 -1.4549 -2.9990
O1 5.0074 -1.3319 -3.8296
C14 2.6519 -1.0658 -3.2517
C15 2.1122 -1.1729 -4.5551
C16 0.7673 -0.7110 -4.7254
C17 0.0440 -0.3497 -3.5734
N5 0.5906 -0.2966 -2.3030
C18 1.9058 -0.5300 -2.1633
H13 5.1393 -2.3224 -1.4579
H14 3.5290 -2.0919 -1.1398
H15 2.6861 -1.4231 -5.3985
H16 0.2511 -0.7847 -5.7118
H17 -1.0771 -0.2301 -3.5698
H18 2.2856 -0.3478 -1.1071

As for the charge: +2. As for the energy above the lowest of the compared OMol25 structures with the same formula, charge and spin: 65.1 kcal per mole. The value obtained for the frontier orbital gap (spin up / spin down) is 7.70 / 5.37 eV. The LUMO energy (spin up / spin down) comes out at -6.07 / -9.75 eV. As for the HOMO energy (spin up / spin down): -13.78 / -15.12 eV. Its multiplicity is 5.

***

What is the formula in the first record?
C38H59NO12S

***

Which value of multiplicity does entry 1 give?
1

***

Among the records above, which one has the highest charge?
C18H18N5ORhS2